{
  "formula": "C21H26AlNOPSi",
  "method": "ωB97M-V/def2-TZVPD",
  "elements": ["Al", "N", "C", "C", "C", "C", "C", "C", "P", "C", "C", "C", "C", "C", "C", "C", "C", "C", "C", "C", "C", "H", "H", "H", "H", "H", "H", "H", "H", "H", "H", "H", "H", "H", "H", "H", "H", "C", "Si", "C", "C", "O", "H", "H", "H", "H", "H", "H", "H", "H", "H", "H"],
  "coordinates": [[-0.92645, -2.07216, -0.16718], [-0.92645, -2.09796, 1.72042], [-0.88945, -0.86776, 2.39013], [-0.86335, -0.82356, 3.78742], [-0.82625, 0.40214, 4.45082], [-0.81585, 1.58734, 3.72042], [-0.84475, 1.55014, 2.32423], [-0.88335, 0.32634, 1.63772], [-0.92645, 0.19144, -0.19297], [-2.34615, 1.27984, -0.57298], [-2.26935, 2.67544, -0.69418], [-3.40585, 3.43804, -0.98138], [-4.64035, 2.81734, -1.14998], [-4.73995, 1.43454, -1.02998], [-3.60295, 0.67374, -0.74317], [0.54415, 1.11514, -0.75258], [0.58845, 1.64434, -2.05488], [1.71535, 2.32654, -2.52397], [2.83195, 2.47104, -1.70698], [2.82575, 1.92284, -0.42808], [1.69635, 1.24204, 0.03903], [-1.72025, -2.73886, 2.04492], [-0.16265, -2.78056, 2.04183], [-0.87165, -1.74096, 4.36832], [-0.80625, 0.43284, 5.53692], [-0.78665, 2.54444, 4.23472], [-0.82905, 2.49024, 1.78062], [-1.32415, 3.19534, -0.55958], [-3.32355, 4.51814, -1.06968], [-5.52345, 3.41054, -1.37098], [-5.70135, 0.94394, -1.15618], [-3.70775, -0.40586, -0.64868], [-0.26235, 1.52934, -2.72458], [1.71965, 2.73524, -3.53088], [3.71075, 2.99614, -2.07117], [3.70265, 2.01274, 0.20752], [1.74015, 0.80124, 1.03252], [3.59935, -1.94876, 0.03483], [2.10755, -2.62406, -0.86058], [2.15835, -2.07106, -2.64308], [2.13055, -4.48876, -0.77158], [0.78525, -2.07216, -0.16718], [4.52315, -2.33146, -0.44557], [3.57205, -2.27336, 1.09532], [3.58905, -0.84056, -0.01347], [3.08345, -2.45226, -3.12198], [2.14845, -0.96266, -2.68638], [1.27275, -2.47026, -3.17878], [3.05575, -4.87016, -1.25018], [1.24495, -4.89466, -1.30228], [2.10405, -4.80826, 0.29043], [-2.52365, -2.07216, -0.16718]],
  "nbo_charge": [1.57, -0.94, 0.12, -0.21, -0.16, -0.19, -0.16, -0.32, 0.88, -0.39, -0.13, -0.22, -0.17, -0.20, -0.18, -0.39, -0.19, -0.20, -0.18, -0.22, -0.14, 0.43, 0.44, 0.23, 0.24, 0.24, 0.23, 0.21, 0.23, 0.23, 0.23, 0.22, 0.23, 0.23, 0.23, 0.23, 0.22, -1.14, 1.92, -1.15, -1.15, -1.34, 0.25, 0.24, 0.24, 0.25, 0.24, 0.23, 0.26, 0.23, 0.23, -0.35],
  "total_energy_ev": -49498.0634,
  "e_lumo_ev": -3.4,
  "homo_ev": -12.03,
  "homo_lumo_gap_ev": 8.618,
  "total_charge": 1
}

=====

{
  "formula": "C21H26ClN3O3",
  "method": "ωB97M-V/def2-TZVPD",
  "elements": ["C", "N", "C", "H", "H", "H", "C", "C", "C", "C", "C", "O", "H", "H", "H", "H", "C", "N", "C", "O", "C", "C", "C", "H", "C", "N", "C", "O", "C", "C", "C", "C", "C", "C", "H", "H", "Cl", "H", "H", "C", "H", "H", "H", "H", "H", "H", "H", "H", "H", "H", "H", "H", "H", "H"],
  "coordinates": [[1.37963, 1.39920, -2.46385], [1.62474, 2.59765, -1.96989], [2.99200, 2.99345, -2.11747], [3.25605, 3.05331, -3.29771], [3.32658, 4.06600, -2.01781], [3.83316, 2.59400, -1.76302], [1.26887, 3.12176, -0.66714], [2.22837, 2.09921, 0.49324], [3.06712, 2.58700, 1.47826], [3.43574, 1.42756, 2.06252], [2.87245, 0.43741, 1.69774], [2.20417, 0.81621, 0.60561], [3.04280, -0.73213, 1.47469], [4.07603, 1.43278, 3.02251], [3.30899, 3.55700, 1.65209], [1.48372, 4.13269, -0.38131], [-0.23755, 2.74895, -0.50926], [-0.58340, 1.48114, 0.02459], [-0.82808, 0.97403, 1.46833], [-1.02346, 2.03876, 2.28019], [-0.85028, -0.41467, 1.62806], [-1.01541, -0.54998, 3.21996], [-1.22655, -2.20065, 3.42644], [-1.36062, -2.30499, 4.42961], [-2.26575, -2.87066, 2.76396], [-2.41599, -2.39210, 1.20298], [-2.00515, -3.22579, 0.07044], [-1.99369, -4.49019, 0.62713], [-1.72036, -2.52507, -1.12504], [-2.74707, -2.36883, -2.08210], [-2.31993, -1.92173, -3.16499], [-0.88801, -1.68042, -3.58976], [-0.04922, -1.93124, -2.62177], [-0.30990, -2.42120, -1.54405], [0.44338, -2.64129, -0.76771], [0.94612, -1.76599, -2.71666], [-0.46843, -1.08083, -5.09906], [-3.31186, -1.48917, -3.99241], [-3.71577, -2.56529, -1.75112], [-2.27951, -0.75599, 1.14237], [-2.48435, -0.60398, -0.15126], [-3.21214, -0.16230, 1.59612], [-2.48104, -3.69320, 2.59957], [-3.30016, -2.18321, 2.89946], [-0.20234, -2.75021, 2.99571], [-0.09691, -0.54211, 3.48266], [-1.82915, -0.19134, 3.47600], [-0.21250, -0.97463, 0.96978], [-0.25618, 0.54690, -0.45750], [-0.67282, 3.11083, -1.18850], [-0.51819, 3.33512, 0.50366], [2.03051, 0.54423, -1.85995], [0.36203, 0.95900, -2.40764], [1.69931, 1.37502, -3.58670]],
  "nbo_charge": [-0.39, -0.49, -0.43, 0.18, 0.22, 0.19, 0.02, 0.31, -0.36, -0.28, 0.03, -0.45, 0.22, 0.21, 0.22, 0.23, -0.21, -0.65, 0.73, -0.63, -0.45, -0.29, -0.41, 0.22, -0.10, -0.46, 0.63, -0.65, -0.13, -0.24, -0.14, -0.02, -0.30, -0.14, 0.23, 0.23, 0.08, 0.21, 0.24, -0.23, 0.24, 0.25, 0.18, 0.17, 0.19, 0.22, 0.21, 0.27, 0.36, 0.17, 0.24, 0.14, 0.21, 0.22],
  "total_energy_ev": -45313.4809,
  "e_above_lowest_kcal_mol": 508.9,
  "e_lumo_ev": -0.2,
  "homo_ev": -8.58,
  "homo_lumo_gap_ev": 8.356
}

=====

{
  "formula": "C21H26CuN3O5",
  "method": "ωB97M-V/def2-TZVPD",
  "elements": ["Cu", "O", "C", "C", "N", "C", "C", "O", "O", "C", "C", "O", "O", "H", "H", "H", "H", "H", "H", "H", "H", "H", "C", "C", "C", "C", "C", "C", "C", "C", "C", "C", "N", "C", "C", "C", "C", "C", "N", "H", "H", "H", "H", "H", "H", "H", "H", "H", "H", "H", "H", "H", "H", "H", "H", "H"],
  "coordinates": [[-0.61475, -0.37542, -1.02967], [-1.39711, 1.14711, -2.63141], [-0.94088, 0.74861, -3.91847], [0.54487, 0.42824, -3.81484], [0.73035, -0.68501, -2.90040], [0.47439, -2.00155, -3.45810], [-0.22648, -2.93061, -2.41492], [0.01283, -4.13653, -2.49750], [-1.01615, -2.33656, -1.61907], [1.93385, -0.61948, -2.07851], [2.22508, 1.62206, -1.10077], [3.53218, 1.71482, -1.45865], [1.59578, 2.62416, -0.90711], [-2.32213, 0.90264, -2.52323], [-1.10304, 1.55488, -4.64259], [-1.47935, -0.14203, -4.25439], [1.04872, 1.31022, -3.41507], [0.94677, 0.22132, -4.81820], [1.37957, -2.48959, -3.83879], [-0.22447, -1.90753, -4.29179], [2.81104, -0.34737, -2.67789], [2.10215, -1.60872, -1.65477], [-3.70186, -0.19340, -0.29833], [-3.05565, -1.18275, 0.68177], [-2.59339, -0.45787, 1.92045], [-3.49201, -0.32877, 2.96603], [-3.17116, 0.36637, 4.12150], [-1.93946, 0.98780, 4.19186], [-1.00331, 0.89373, 3.16670], [0.23160, 1.76208, 3.31573], [1.20634, 1.26762, 4.39178], [-1.29808, 0.11571, 2.01104], [-0.40455, -0.02379, 0.95425], [0.87110, -0.28445, 1.24201], [1.94396, -0.17206, 0.36705], [3.26964, -0.51642, 0.67273], [4.37459, -0.19224, -0.14126], [4.46045, 0.73129, -1.13863], [1.69397, 0.31532, -0.97755], [-4.02926, -0.70664, -1.20824], [-2.97806, 0.58365, -0.55817], [-4.57142, 0.28949, 0.15217], [-2.22264, -1.68186, 0.19194], [-3.78171, -1.95031, 0.95805], [-4.46782, -0.79602, 2.87699], [-3.88063, 0.44625, 4.93629], [-1.69749, 1.59018, 5.06257], [-0.09324, 2.76702, 3.60094], [0.74516, 1.85961, 2.36165], [0.71566, 1.23520, 5.36621], [2.07549, 1.92545, 4.46015], [1.56332, 0.26194, 4.17082], [1.11159, -0.64171, 2.24112], [3.45282, -1.09917, 1.56849], [5.29885, -0.72813, 0.04652], [5.35403, 0.86327, -1.72846]],
  "lowdin_spin": [0.01, 0.00, 0.00, 0.00, 0.00, 0.00, 0.00, 0.00, 0.00, 0.00, 0.01, 0.05, 0.00, 0.00, 0.00, 0.00, 0.00, 0.00, 0.00, 0.00, 0.00, 0.00, 0.00, 0.00, 0.02, 0.00, 0.02, 0.00, 0.02, 0.00, 0.00, 0.01, 0.17, 0.11, 0.08, 0.21, 0.03, 0.22, 0.00, 0.00, 0.00, 0.00, 0.00, 0.00, 0.00, 0.00, 0.00, 0.00, 0.00, 0.00, 0.00, 0.00, 0.00, 0.01, 0.00, 0.01],
  "total_energy_ev": -81547.3230,
  "e_above_lowest_kcal_mol": 2.8,
  "e_lumo_ev": [2.9, 2.9],
  "spin_multiplicity": 2,
  "s_squared": 0.7870,
  "homo_ev": [-2.74, -4.24],
  "homo_lumo_gap_ev": [5.678, 7.112],
  "total_charge": -1
}

=====

{
  "formula": "C21H26F16N3O3S2",
  "method": "ωB97M-V/def2-TZVPD",
  "elements": ["S", "C", "S", "C", "C", "C", "N", "C", "C", "N", "C", "N", "C", "C", "O", "C", "C", "H", "H", "H", "H", "H", "H", "H", "H", "H", "H", "H", "H", "H", "H", "H", "H", "H", "H", "C", "C", "C", "F", "F", "F", "F", "O", "C", "C", "F", "F", "F", "F", "H", "H", "H", "H", "C", "C", "C", "F", "F", "F", "F", "O", "C", "C", "F", "F", "F", "F", "H", "H", "H", "H"],
  "coordinates": [[-0.93603, 4.53620, -3.91500], [-0.33931, 3.78384, -2.48164], [0.68001, 4.93321, -1.34777], [2.00188, 3.92942, -0.43926], [3.33594, 3.68863, -1.39014], [3.47441, 2.15882, -1.97440], [3.29066, 1.11371, -0.89503], [2.45716, -0.12398, -1.24055], [2.53067, -0.93645, 0.19472], [3.36570, -0.16297, 1.20567], [3.83326, 1.13567, 0.52362], [-0.57758, 2.29509, -2.15550], [-1.18119, 1.59188, -3.35423], [-1.38417, -0.00021, -2.88407], [-2.50209, 0.01204, -1.92462], [-2.17319, 0.74585, -0.69289], [-1.44290, 2.19609, -0.91874], [2.34973, 4.47360, 0.55240], [1.47852, 2.92494, -0.11232], [4.27108, 3.85197, -0.67159], [3.40599, 4.52235, -2.21897], [4.55554, 2.02566, -2.45377], [2.68743, 2.06256, -2.86385], [1.93691, -0.38965, -2.25847], [2.02078, -1.97889, 0.43986], [3.59892, -0.39839, 2.20652], [4.49686, 1.99329, 0.96793], [-2.29324, 1.98587, -3.53674], [-0.56334, 1.70069, -4.34331], [-0.39302, -0.35496, -2.32899], [-1.56734, -0.63887, -3.84845], [-1.57462, 0.08373, 0.09725], [-3.21423, 0.97932, -0.15748], [-2.23888, 3.08090, -0.83196], [-0.70863, 2.34522, 0.00978], [1.76600, -6.62449, -2.83902], [1.64051, -7.82310, -1.88587], [0.29201, -7.94719, -1.18461], [0.01621, -6.87678, -0.40567], [0.28022, -9.02988, -0.36093], [2.66452, -7.79138, -0.99231], [1.83730, -8.95494, -2.63300], [2.41660, -5.46565, -2.31060], [1.58208, -4.58562, -1.55900], [1.99470, -4.49040, -0.08504], [1.95658, -5.70081, 0.52599], [1.15140, -3.67906, 0.60937], [0.28757, -4.94928, -1.72298], [1.70507, -3.36573, -2.15035], [2.41828, -6.94837, -3.65951], [0.81697, -6.37524, -3.32837], [-0.52036, -8.07223, -1.90518], [3.00984, -4.09449, 0.01469], [-1.84937, 2.67223, 4.43474], [-1.89187, 3.55904, 3.18069], [-2.69617, 4.84590, 3.33140], [-3.99775, 4.60979, 3.61199], [-2.68022, 5.55729, 2.17189], [-2.32893, 2.82014, 2.12662], [-0.59805, 3.89841, 2.88258], [-2.77626, 1.58354, 4.46736], [-4.08632, 1.90989, 4.92888], [-5.15917, 1.72755, 3.84831], [-4.91196, 2.49910, 2.76042], [-6.38699, 2.08999, 4.30950], [-4.07559, 3.15687, 5.45784], [-4.33245, 1.06559, 5.96789], [-0.86516, 2.18758, 4.43800], [-1.86829, 3.25548, 5.36302], [-2.28099, 5.48422, 4.11560], [-5.21166, 0.68587, 3.51764]],
  "mulliken_charge": [-0.11, -0.14, -0.04, -0.21, -0.56, -0.61, 0.26, -0.08, -0.44, -0.11, -0.16, 0.46, -0.83, -0.11, -0.43, -0.18, -0.12, 0.34, -0.06, 0.24, 0.35, 0.30, 0.29, 0.43, 0.47, 0.27, 0.34, 0.33, 0.42, -0.02, 0.32, 0.15, 0.14, 0.26, -0.15, -0.67, 0.85, 0.09, -0.20, -0.28, -0.27, -0.32, -0.39, 0.82, 0.11, -0.20, -0.31, -0.28, -0.26, 0.41, 0.33, 0.29, 0.25, -0.78, 1.01, 0.01, -0.21, -0.26, -0.18, -0.37, -0.42, 0.73, 0.21, -0.21, -0.26, -0.26, -0.29, 0.41, 0.34, 0.31, 0.25],
  "total_energy_ev": -97945.3279,
  "e_lumo_ev": -4.2,
  "homo_ev": -10.94,
  "homo_lumo_gap_ev": 6.723,
  "total_charge": 1
}